# 1
The following is a DFT calculation (ωB97M-V/def2-TZVPD) of a 4-piece molecular cluster, CH9O3S overall.

```
14
Properties=species:S:1:pos:R:3:forces:R:3:nbo_charge:R:1
S 1.10458 0.87702 0.53560 0.3 -0.4 0.3 -0.75
O -2.98904 -1.08903 0.06973 -0.3 0.2 0.1 -0.96
O 0.66559 -1.89648 -1.48065 0.1 -0.2 -0.1 -0.99
O -1.67088 0.72289 1.84378 0.0 0.1 0.2 -1.00
C 2.30337 1.15769 -0.78697 0.3 0.4 -0.1 -0.72
H 2.75392 2.14594 -0.73201 -0.1 0.4 0.1 0.17
H -3.21489 -0.81567 0.96914 0.1 -0.1 -0.1 0.47
H -0.77841 0.86785 1.45014 -0.4 0.0 -0.2 0.51
H 0.81959 -1.24132 -0.77403 -0.1 0.3 0.1 0.50
H -0.08057 -2.41137 -1.16526 -0.1 0.1 0.1 0.46
H 1.81534 1.09498 -1.75022 0.0 -0.2 -0.4 0.19
H -2.39960 -0.35982 -0.16334 0.2 -0.2 -0.1 0.49
H 3.16349 0.48583 -0.76583 -0.2 -0.4 0.0 0.18
H -1.49250 0.46149 2.74993 0.1 0.0 0.0 0.46
```
Forces are in eV/Å.

The calculation puts the LUMO energy at 3.7 eV. Its maximum force is 0.0118 Eh/bohr. The net charge is -1. For the energy above the lowest of the compared OMol25 structures with the same formula, charge and spin, the calculation gives 58.3 kJ/mol. As for the total energy: -667.4474 a.u. For the frontier orbital gap, the calculation gives 6.78 eV.



# 2
The following is a DFT calculation (ωB97M-V/def2-TZVPD) of an isolated molecule of CHBr2Cl2P at a distorted geometry.

```
7
Properties=species:S:1:pos:R:3:forces:R:3:nbo_charge:R:1
Br 1.79513 0.47071 -1.78601 -1.2 -0.9 1.4 0.07
Br -1.92315 -1.18587 -1.37368 1.1 -0.4 1.3 -0.16
Cl -0.70745 -2.17918 1.88927 0.4 0.7 -1.2 -0.13
Cl 0.44475 -3.40593 -1.02296 -0.2 1.1 1.0 -0.27
P -0.08802 -1.58696 0.04673 1.1 2.0 -2.6 1.12
C 0.89412 -0.10142 -0.09983 -0.8 -1.8 -0.1 -0.88
H 1.45951 0.32277 0.72931 -0.3 -0.6 0.1 0.25
```
Forces are in eV/Å.

The structure (SMILES) is ClP(Cl)(Br)=CBr. The calculation puts the LUMO energy at -1.7 eV. Its maximum force is 0.0664 Eh/bohr. For the energy above the lowest of the compared OMol25 structures with the same formula, charge and spin, the calculation gives 170.9 kJ/mol. As for the total energy: -6448.4415 a.u. For the frontier orbital gap, the calculation gives 6.90 eV.



# 3
The following is a DFT calculation (ωB97M-V/def2-TZVPD) of CHBr2FS as an isolated structure at a distorted geometry.

```
6
Properties=species:S:1:pos:R:3:forces:R:3:nbo_charge:R:1
Br 2.32707 -1.76245 -0.18860 -0.5 0.3 -0.1 0.09
Br 2.98718 1.33717 -0.34688 0.0 0.4 -0.3 0.12
S -0.04257 0.58577 1.05796 2.7 -0.8 -0.2 -0.13
F 2.69854 -0.12890 1.81169 0.0 0.3 1.3 -0.33
C 2.14239 -0.02458 0.64152 -2.6 -0.1 -0.6 0.12
H -0.59467 0.40228 -0.15324 0.4 -0.1 -0.1 0.13
```
Forces are in eV/Å.

The calculation puts the LUMO energy at -1.1 eV. Its maximum force is 0.0552 Eh/bohr. For the energy above the lowest of the compared OMol25 structures with the same formula, charge and spin, the calculation gives 116.3 kJ/mol. As for the total energy: -5684.7159 a.u. For the frontier orbital gap, the calculation gives 8.62 eV.



# 4
The following is a DFT calculation (ωB97M-V/def2-TZVPD) of CHBr2O2S as an isolated structure at a distorted geometry.

```
7
Properties=species:S:1:pos:R:3:forces:R:3:nbo_charge:R:1
Br 0.37379 -0.18550 2.24909 0.4 0.2 0.3 0.02
Br 0.39548 -2.15465 -0.26034 0.7 -0.6 -0.1 -0.03
S 0.26352 0.84928 -1.17846 -0.6 -0.5 -0.6 1.62
O -0.53449 2.06550 -1.18497 -0.4 0.1 0.5 -0.98
O 1.63912 1.06582 -0.79063 1.0 0.2 0.4 -0.99
C -0.19366 -0.47811 0.46234 -4.0 -1.1 0.0 -0.66
H -1.94376 -1.16233 0.70297 2.8 1.7 -0.4 0.02
```
Forces are in eV/Å.

The calculation puts the LUMO energy at 3.2 eV. Its maximum force is 0.0798 Eh/bohr. The net charge is -1. For the energy above the lowest of the compared OMol25 structures with the same formula, charge and spin, the calculation gives 390.0 kJ/mol. As for the total energy: -5735.3248 a.u. For the frontier orbital gap, the calculation gives 7.43 eV.



# 5
The following is a DFT calculation (ωB97M-V/def2-TZVPD) of a 2-piece molecular cluster, CHBrClF overall at a distorted geometry.

```
5
Properties=species:S:1:pos:R:3:forces:R:3:nbo_charge:R:1
Br -1.91354 -0.44723 0.70072 -0.4 0.2 0.5 0.20
Cl 2.49874 -0.80952 0.35427 -0.7 0.1 -0.1 -0.29
F 0.07245 1.37523 0.13624 -1.1 -1.1 -0.4 -0.28
C -0.54196 0.25237 -0.23461 1.3 1.1 1.4 0.17
H -0.11568 -0.37085 -0.95663 0.9 -0.3 -1.3 0.20
```
Forces are in eV/Å.

The calculation puts the LUMO energy (alpha / beta) at -1.2 / -3.7 eV. Its maximum force is 0.0419 Eh/bohr. For the energy above the lowest of the compared OMol25 structures with the same formula, charge and spin, the calculation gives 82.2 kJ/mol. As for the total energy: -3172.6378 a.u. For the frontier orbital gap (alpha / beta), the calculation gives 9.67 / 4.96 eV.



# 6
The following is a DFT calculation (ωB97M-V/def2-TZVPD) of CHBrF2O as an isolated structure at a distorted geometry.

```
6
Properties=species:S:1:pos:R:3:forces:R:3:nbo_charge:R:1
Br -0.74020 1.13382 -0.91253 -0.2 1.3 -0.6 0.04
F -0.68029 -1.01742 0.43634 0.6 -0.9 0.3 -0.34
F 1.65047 -0.22298 -0.71626 -3.5 -3.8 -3.2 -0.58
O -0.60264 0.68684 1.79632 0.9 0.9 1.6 -0.48
C -0.49328 0.27377 0.72723 -2.1 -0.9 -1.3 0.78
H 0.86595 -0.85403 -1.33110 4.3 3.4 3.3 0.58
```
Forces are in eV/Å.

The calculation puts the LUMO energy at -0.1 eV. Its maximum force is 0.1232 Eh/bohr. For the energy above the lowest of the compared OMol25 structures with the same formula, charge and spin, the calculation gives 159.6 kJ/mol. As for the total energy: -2887.6372 a.u. For the frontier orbital gap, the calculation gives 11.38 eV.



# 7
The following is a DFT calculation (ωB97M-V/def2-TZVPD) of an isolated molecule of CHBrF2OS at a distorted geometry.

```
7
Properties=species:S:1:pos:R:3:forces:R:3:nbo_charge:R:1
Br 1.91945 1.72559 1.89750 -0.1 0.3 -0.1 -0.09
S 0.80079 -0.15549 2.05759 3.1 -4.6 -3.4 0.94
F -1.17175 -0.92924 0.39559 0.0 1.2 1.1 -0.34
F -1.29802 1.14327 1.25534 -2.0 1.3 0.8 -0.29
O 1.77713 -1.31072 1.36299 -3.9 4.3 2.5 -0.83
C -0.55051 0.26603 0.71124 3.3 -2.3 -3.6 0.44
H -0.11462 0.58010 -0.34893 -0.4 -0.2 2.5 0.17
```
Forces are in eV/Å.

The calculation puts the LUMO energy at -0.9 eV. Its maximum force is 0.1259 Eh/bohr. For the energy above the lowest of the compared OMol25 structures with the same formula, charge and spin, the calculation gives 194.6 kJ/mol. As for the total energy: -3285.8001 a.u. For the frontier orbital gap, the calculation gives 9.26 eV.



# 8
The following is a DFT calculation (ωB97M-V/def2-TZVPD) of CHBrINO2 as an isolated structure at a distorted geometry.

```
7
Properties=species:S:1:pos:R:3:forces:R:3:nbo_charge:R:1
I 0.46248 -2.32101 0.34279 -0.2 0.5 0.1 0.37
Br -0.57600 0.95735 2.26936 0.4 -1.5 -2.1 -0.18
O 1.61122 0.27183 -0.83467 2.5 -0.5 -0.1 -0.34
O -0.12520 1.43035 -1.12869 -1.6 2.2 -0.9 -0.32
N 0.46563 0.51556 -0.67720 -0.6 -0.9 0.3 0.45
C -0.33011 -0.44218 0.07883 -3.4 0.1 2.8 -0.25
H -1.50803 -0.41190 -0.05043 2.9 0.2 0.0 0.28
```
Forces are in eV/Å.

The calculation puts the LUMO energy (alpha / beta) at -3.0 / -3.0 eV. Its maximum force is 0.0852 Eh/bohr. For the energy above the lowest of the compared OMol25 structures with the same formula, charge and spin, the calculation gives 159.1 kJ/mol. As for the total energy: -3115.4629 a.u. For the frontier orbital gap (alpha / beta), the calculation gives 7.35 / 7.36 eV.



# 9
The following is a DFT calculation (ωB97M-V/def2-TZVPD) of CHBrNO2 as an isolated structure at a distorted geometry.

```
6
Properties=species:S:1:pos:R:3:forces:R:3:nbo_charge:R:1
Br 2.25825 0.40253 -0.07168 0.8 -0.3 0.0 -0.69
O -0.46538 1.34585 0.03609 1.3 0.9 0.0 -0.62
O -0.67983 -2.11088 -0.08070 0.8 -0.3 0.1 -0.57
N -1.13970 0.16180 0.11676 0.5 2.2 0.1 -0.27
C -0.67073 -0.93525 0.02941 -0.8 -2.5 -0.4 0.77
H 0.69739 1.13596 -0.02988 -2.6 0.1 0.2 0.39
```
Forces are in eV/Å.

The calculation puts the LUMO energy at 4.0 eV. Its maximum force is 0.0520 Eh/bohr. The net charge is -1. For the energy above the lowest of the compared OMol25 structures with the same formula, charge and spin, the calculation gives 87.4 kJ/mol. As for the total energy: -2817.9774 a.u. For the frontier orbital gap, the calculation gives 8.62 eV.



# 10
The following is a DFT calculation (ωB97M-V/def2-TZVPD) of a 2-piece molecular cluster, CHBrOS2 overall at a distorted geometry.

```
6
Properties=species:S:1:pos:R:3:forces:R:3:nbo_charge:R:1
Br 0.40597 0.95693 3.16132 0.0 0.7 0.6 -0.10
S 0.25735 -1.29027 1.00059 -0.4 -1.6 -0.7 -0.06
S 1.46577 0.17948 1.42063 1.1 0.9 0.6 0.03
O -1.15408 3.14655 0.37846 0.0 0.2 0.0 -0.49
C -1.36584 2.09256 0.05798 0.0 -0.2 0.0 0.49
H -0.32911 -0.63375 0.01529 -0.7 0.0 -0.4 0.13
```
Forces are in eV/Å.

The calculation puts the LUMO energy at -0.3 eV. Its maximum force is 0.0343 Eh/bohr. For the energy above the lowest of the compared OMol25 structures with the same formula, charge and spin, the calculation gives 43.2 kJ/mol. As for the total energy: -3484.3219 a.u. For the frontier orbital gap, the calculation gives 8.97 eV.